(1)
ORCA calculation (the ωB97M-V functional and the def2-TZVPD basis) on a molecular structure, C9H24CuNO5 at a distorted geometry.

energy = -66082.1142 eV
energy relative to the best compared isomer or geometry (same formula, charge and spin) = 0.0 kJ/mol
HOMO-LUMO gap = 4.33 eV
E_HOMO = 0.43 eV
total charge = -2
largest force on an atom = 2.3 eV/A

Each line ends with the Löwdin charge.
Atoms and positions in Å:
Cu 20.1236 27.2342 -13.0968  0.361
C 20.9214 29.6326 -15.1174  -0.451
O 20.1914 29.6392 -13.9492  -0.394
H 20.9867 28.6038 -15.5810  0.037
H 20.4944 30.3363 -15.8858  0.025
H 22.0014 29.8849 -14.9454  0.038
C 22.6164 26.2164 -13.6907  -0.455
O 22.2777 26.6662 -12.4404  -0.378
H 23.3429 25.3594 -13.6792  0.027
H 21.7373 25.8860 -14.3304  0.030
H 23.0557 27.0285 -14.3288  0.041
C 18.7098 27.9895 -9.8006  -0.532
O 19.7880 28.2931 -10.5357  -0.357
H 18.7995 27.0848 -9.0906  0.018
H 18.3668 28.8119 -9.1008  0.022
H 17.8001 27.7037 -10.4456  0.017
C 17.0570 23.0111 -10.8994  -0.142
O 18.3694 22.6536 -10.6270  -0.190
C 19.3320 23.1661 -11.5591  -0.221
C 19.6255 24.6287 -11.5108  -0.159
N 18.7824 25.5942 -12.2738  -0.053
C 18.2444 25.1972 -13.5487  -0.234
C 17.4626 26.3345 -14.2292  -0.212
O 18.3163 27.4312 -14.4461  -0.221
C 17.8237 28.3259 -15.3760  -0.123
H 16.4424 22.1094 -11.0109  0.076
H 16.9463 23.5526 -11.8420  0.058
H 16.7042 23.6471 -10.0852  0.089
H 19.2345 22.7096 -12.5526  0.119
H 20.2722 22.7519 -11.1708  0.120
H 20.6649 24.7648 -11.8775  0.117
H 19.7075 25.0185 -10.4959  0.133
H 18.0538 25.9660 -11.6712  0.095
H 17.5805 24.2991 -13.5237  0.090
H 19.0456 24.8492 -14.2124  0.126
H 16.6044 26.6757 -13.6317  0.127
H 17.1139 25.8600 -15.1679  0.118
H 17.9230 27.8778 -16.3782  0.088
H 18.5040 29.1780 -15.3439  0.063
H 16.7914 28.6056 -15.1528  0.086

---

(2)
ORCA calculation (the ωB97M-V functional and the def2-TZVPD basis) on a molecular structure, C53H44BGeN9S2SeV at a distorted geometry.

spin multiplicity = 4
energy = -238983.3750 eV
HOMO-LUMO gap (alpha / beta) = 4.40 / 5.24 eV
expectation value of S² = 3.789
E_HOMO (alpha / beta) = -6.27 / -7.13 eV
total charge = 0
largest force on an atom = 2.6 eV/A

Each line ends with the Löwdin charge.
Atoms and positions in Å:
V 0.9720 -0.7455 -1.3096  0.550
C 4.7492 -2.4456 1.1278  -0.034
N 3.5138 -2.8541 1.7714  -0.100
C 3.3913 -3.1437 3.1154  -0.044
C 2.1069 -3.4898 3.3117  -0.072
N 1.4397 -3.4144 2.1032  0.017
B -0.1161 -3.7195 2.1827  -0.409
N -0.9197 -3.8783 0.8483  0.023
C -1.4103 -5.1385 0.5360  -0.063
C -2.4358 -5.0048 -0.3223  -0.052
N -2.5729 -3.6494 -0.5516  -0.119
C -3.6046 -3.0652 -1.3924  -0.027
C -1.6379 -2.9649 0.1579  -0.610
S -1.4571 -1.2599 -0.0193  0.776
C 2.3100 -3.0310 1.1605  -0.630
S 2.0820 -2.8541 -0.5425  0.769
H 5.2942 -1.7821 1.7949  0.091
H 4.5066 -1.9267 0.2081  0.049
H 5.3664 -3.3128 0.8904  0.094
H 4.2202 -3.0646 3.7991  0.127
H 1.5985 -3.7865 4.2153  0.127
H -0.1858 -4.7977 2.7352  0.078
H -0.6359 -2.8454 2.8401  0.084
H -0.9943 -6.0243 0.9814  0.116
H -3.0705 -5.7361 -0.7931  0.122
H -3.7675 -3.7099 -2.2540  0.086
H -3.2744 -2.0869 -1.7278  0.056
H -4.5339 -2.9563 -0.8327  0.096
C -1.2035 -3.9468 -3.5258  -0.093
C -1.9351 -3.1414 -4.4068  -0.103
C -1.8158 -1.7752 -4.3119  -0.047
C -0.9646 -1.1994 -3.3492  -0.216
C -0.2540 -1.9857 -2.4213  -0.282
C -0.3964 -3.3808 -2.5590  -0.164
C -0.7804 0.2563 -3.2747  -0.184
C -1.2652 1.1244 -4.2971  0.016
C -0.9841 2.4446 -4.2659  0.005
C -0.2599 2.9846 -3.1744  -0.177
C 0.0645 4.3548 -3.0781  -0.028
C 0.7266 4.8414 -1.9853  -0.056
C 1.0552 3.9694 -0.9271  -0.054
C 0.7603 2.6360 -1.0075  -0.061
C 0.1319 2.1028 -2.1526  -0.220
N -0.0868 0.7366 -2.2377  0.053
H -1.2741 -5.0281 -3.6026  0.106
H -2.5967 -3.5840 -5.1425  0.100
H -2.4011 -1.1540 -4.9820  0.097
H 0.1438 -4.0358 -1.8857  0.055
H -1.8223 0.7087 -5.1227  0.103
H -1.3186 3.1019 -5.0630  0.124
H -0.2301 5.0152 -3.8877  0.116
H 0.9746 5.8923 -1.9183  0.108
H 1.5236 4.3542 -0.0265  0.104
H 0.9909 1.9753 -0.1822  0.072
N 4.1967 0.8784 5.3155  0.140
C 3.6287 0.6487 4.3405  -0.188
C 2.9260 0.3657 3.1097  -0.264
C 3.5027 0.6764 1.8852  -0.055
C 2.8282 0.3729 0.7111  -0.142
C 1.5505 -0.2419 0.6586  -0.273
C 1.0044 -0.4965 1.9315  -0.183
C 1.6638 -0.2222 3.1212  -0.052
H 4.4829 1.1410 1.8557  0.117
H 3.3542 0.6259 -0.2007  0.067
H 0.0404 -0.9732 2.0082  0.016
H 1.2000 -0.4814 4.0673  0.129
Se 3.5000 -3.4876 -4.3921  1.194
N 4.8396 -2.3532 -4.4911  -0.222
C 4.4201 -1.2695 -3.8770  -0.390
C 5.1601 -0.0553 -3.7651  0.019
C 4.5509 0.9818 -3.1576  -0.021
C 3.2566 0.8365 -2.5699  -0.088
N 2.5483 -0.2583 -2.5631  0.040
C 3.0836 -1.3073 -3.3094  -0.433
N 2.4306 -2.4193 -3.5120  -0.228
H 6.1610 0.0182 -4.1721  0.127
H 5.0415 1.9418 -3.0782  0.115
H 2.8136 1.6867 -2.0653  0.109
C 0.8704 5.5162 2.4200  -0.104
C -0.3203 5.6075 1.7087  -0.099
C -1.0537 4.4619 1.4191  -0.113
C -0.6216 3.2058 1.8547  -0.313
C 0.5728 3.1299 2.5790  -0.120
C 1.3127 4.2742 2.8647  -0.080
Ge -1.5788 1.5595 1.3637  1.061
C -2.1706 0.7140 3.0327  -0.308
C -1.7361 1.2091 4.2655  -0.107
C -2.1037 0.5882 5.4555  -0.089
C -2.9159 -0.5367 5.4324  -0.096
C -3.3538 -1.0444 4.2152  -0.086
C -2.9742 -0.4323 3.0262  -0.144
C -3.1329 2.0820 0.2867  -0.305
C -2.9476 2.7983 -0.9002  -0.123
C -4.0264 3.1521 -1.7032  -0.087
C -5.3154 2.7890 -1.3315  -0.098
C -5.5151 2.0637 -0.1626  -0.088
C -4.4328 1.7066 0.6359  -0.098
H 1.4562 6.4067 2.6179  0.099
H -0.6755 6.5748 1.3708  0.102
H -1.9782 4.5519 0.8594  0.093
H 0.9420 2.1637 2.9103  0.078
H 2.2311 4.1927 3.4352  0.104
H -1.1146 2.0966 4.3025  0.086
H -1.7521 0.9846 6.4013  0.100
H -3.2020 -1.0205 6.3593  0.099
H -3.9834 -1.9266 4.1897  0.101
H -3.2894 -0.8594 2.0814  0.065
H -1.9448 3.0961 -1.1989  0.079
H -3.8613 3.7115 -2.6182  0.098
H -6.1615 3.0730 -1.9485  0.098
H -6.5190 1.7764 0.1302  0.100
H -4.6056 1.1464 1.5476  0.088

---

Which of these has the lowest largest force on an atom? C9H24CuNO5

---

energy of number 1 (C9H24CuNO5)? -66082.1142 eV